ORCA calculation (ωB97M-V/def2-TZVPD) on a structure of composition C35H45F4INO6S2 at a distorted geometry.

Computed properties:
HOMO level = -0.1867 hartree
Total charge = -1
F_max = 9.951 eV/A

Positions of all 94 atoms, in Å:
I (3.850, 3.229, -0.785)
S (-4.335, -0.193, 1.556)
S (4.503, -3.068, -2.344)
F (-2.571, 3.205, -0.493)
F (-4.309, -2.174, -4.837)
F (3.794, -5.315, 2.075)
F (-0.163, 7.302, 0.157)
O (3.476, -3.742, -1.611)
O (2.033, -0.109, 3.010)
O (-4.251, -1.081, 0.466)
O (5.412, -3.775, -3.130)
O (0.308, 1.017, -0.972)
O (-5.439, 0.635, 1.699)
N (1.461, 1.502, 1.024)
C (-0.150, 8.075, 2.503)
C (-1.167, -2.653, -2.996)
C (-2.793, 0.745, 1.407)
C (-4.434, 1.408, -3.807)
C (-5.109, 1.741, -2.723)
C (-1.822, -4.787, -4.003)
C (5.321, -0.634, -2.218)
C (0.868, 0.487, -0.019)
C (-2.349, -2.055, -3.451)
C (5.410, -1.945, -1.360)
C (-0.995, -4.007, -3.245)
C (1.085, -0.950, 0.182)
C (3.643, -1.948, -3.354)
C (0.375, 7.154, 1.436)
C (3.962, -0.677, -2.857)
C (2.242, -3.664, 2.584)
C (2.497, -5.012, 2.231)
C (-3.001, 1.604, -3.754)
C (0.914, -3.334, 2.997)
C (0.521, 7.992, 3.719)
C (1.295, 6.274, 1.607)
C (-1.879, 0.369, 2.576)
C (-2.396, -1.031, 2.907)
C (-0.070, -4.254, 3.206)
C (1.499, -5.914, 2.497)
C (-4.510, 2.219, -1.481)
C (1.521, 7.117, 3.846)
C (0.679, 2.725, 1.349)
C (-2.966, -4.160, -4.547)
C (-2.375, 2.194, -2.639)
C (0.199, -5.541, 2.800)
C (-3.775, -1.068, 2.983)
C (-3.184, 2.585, -1.465)
C (1.991, 6.166, 2.873)
C (-3.226, -2.812, -4.338)
H (1.700, -6.959, 2.211)
H (0.357, -1.413, 0.608)
H (4.063, -2.094, -4.267)
H (1.029, 3.312, 0.524)
H (1.780, 0.918, 1.951)
H (0.719, -2.425, 3.410)
H (-0.827, 9.111, 2.343)
H (0.259, 8.648, 4.550)
H (-0.956, -3.756, 3.523)
H (-4.280, -2.066, 2.822)
H (-1.906, -1.775, 2.232)
H (-1.717, -1.156, 4.069)
H (5.223, 0.250, -1.494)
H (-1.560, -5.824, -4.187)
H (-2.313, 0.464, 0.373)
H (3.875, 0.120, -3.440)
H (4.795, -1.667, -0.376)
H (-0.736, 0.084, 2.303)
H (2.924, -2.856, 2.390)
H (-1.902, 1.003, 3.267)
H (2.934, 5.584, 3.005)
H (2.667, -2.149, -3.178)
H (-0.591, -2.332, -2.271)
H (-3.125, 1.973, 1.188)
H (-1.518, 2.718, -2.923)
H (1.718, 5.602, 0.680)
H (2.011, -1.229, 0.617)
H (-3.599, -4.807, -5.118)
H (6.352, -2.542, -0.987)
H (0.050, -4.454, -3.069)
H (-2.676, -0.992, -3.137)
H (-0.386, 2.686, 1.345)
H (1.026, -1.386, -0.856)
H (-4.249, -0.444, 3.946)
H (1.162, 2.937, 2.279)
H (2.276, 1.806, 0.638)
H (-2.425, 1.213, -4.588)
H (1.861, 7.026, 4.892)
H (-4.987, 1.059, -4.735)
H (-6.193, 1.543, -2.682)
H (-5.161, 2.309, -0.667)
H (6.105, -0.464, -3.076)
H (-0.627, -6.135, 2.931)
H (3.027, -0.618, -2.097)
H (2.228, -0.665, 3.792)


ORCA calculation (ωB97M-V/def2-TZVPD) on a cluster of 2 separate species, C4H7BrNO2 in total at a distorted geometry.

Computed properties:
HOMO level (spin up / spin down) = -0.1748 / -0.1748 hartree
Total charge = -1
F_max = 7.078 eV/A

Positions of all 15 atoms, in Å:
Br (-3.725, 0.884, -0.267)
O (3.342, 2.242, 0.345)
O (3.159, 0.549, -1.157)
N (1.348, 1.278, 0.244)
C (0.541, -0.446, -1.272)
C (2.810, 1.336, -0.294)
C (0.409, 0.187, 0.042)
C (-0.743, 0.055, 0.944)
H (-1.079, -0.911, 0.967)
H (1.458, -0.287, -1.650)
H (-0.597, 0.271, 1.896)
H (0.305, -1.465, -1.084)
H (-0.364, -0.227, -1.958)
H (-1.662, 0.817, 0.542)
H (1.092, 1.705, 1.126)


ORCA calculation (ωB97M-V/def2-TZVPD) on a cluster of 3 separate species, CH8O2 in total at a distorted geometry.

Computed properties:
HOMO level = -0.4285 hartree
SMILES string = C.O.O
F_max = 1.661 eV/A

Positions of all 11 atoms, in Å:
O (1.345, 1.301, 2.583)
O (-0.193, -0.960, 1.824)
C (-0.521, -0.188, -2.646)
H (-0.057, -0.506, 2.650)
H (-0.275, 0.813, -2.310)
H (2.117, 1.493, 2.086)
H (-1.338, -0.542, -1.996)
H (0.628, 1.247, 1.970)
H (-1.066, -0.352, -3.576)
H (-0.997, -1.490, 1.976)
H (0.358, -0.816, -2.560)


ORCA calculation (ωB97M-V/def2-TZVPD) on a structure of composition C4H14N3 at a distorted geometry.

Computed properties:
HOMO level = -0.4942 hartree
Total charge = +1
F_max = 1.857 eV/A

Positions of all 21 atoms, in Å:
N (-1.461, -0.607, -0.018)
N (0.136, 1.098, -1.124)
N (1.723, 1.481, 0.726)
C (1.585, 0.263, 1.532)
C (0.524, 1.952, 0.069)
C (-1.064, -2.592, -1.456)
C (-1.430, -2.034, -0.304)
H (2.555, 0.018, 2.013)
H (-0.648, 0.179, -0.738)
H (0.817, 0.360, 2.341)
H (-2.429, -0.270, -0.063)
H (1.336, -0.592, 0.892)
H (2.057, 2.191, 1.344)
H (-1.084, -3.729, -1.553)
H (-1.781, -2.619, 0.577)
H (-0.324, 1.681, -1.815)
H (-1.093, -0.416, 0.947)
H (-0.364, 1.942, 0.749)
H (-0.707, -2.023, -2.292)
H (0.994, 0.745, -1.506)
H (0.658, 2.972, -0.320)


ORCA calculation (ωB97M-V/def2-TZVPD) on a structure of composition C27H35FHfN4P2 at a distorted geometry.

Computed properties:
HOMO level = -0.4345 hartree
Total charge = +2
F_max = 4.989 eV/A

Positions of all 70 atoms, in Å:
Hf (0.108, -2.202, 4.434)
P (0.365, 2.432, -0.133)
P (-2.223, 0.678, -1.138)
F (1.765, -2.547, 5.362)
N (-3.864, 1.371, -1.574)
N (1.804, 1.848, -1.029)
N (1.018, 4.055, 0.094)
N (-2.437, -0.629, -2.300)
C (1.010, -4.215, 2.481)
C (0.507, 4.912, 1.086)
C (1.969, -1.383, 1.816)
C (3.287, 1.269, -2.638)
C (-0.578, 2.949, -1.703)
C (-5.856, 2.375, -1.127)
C (2.130, -4.443, 1.568)
C (3.654, -2.873, 3.032)
C (2.894, -1.778, 2.939)
C (-2.874, -0.567, -3.629)
C (-2.042, -1.949, -2.052)
C (1.927, 6.114, -0.227)
C (-4.787, 1.674, -0.573)
C (3.574, -4.058, 2.153)
C (0.064, -3.158, 2.368)
C (0.432, -1.758, 1.805)
C (-2.301, -2.713, -3.185)
C (-4.365, 1.926, -2.762)
C (-0.578, -4.119, 5.101)
C (2.331, 2.198, -2.278)
C (1.826, 4.838, -0.745)
C (-1.347, 1.812, -2.378)
C (1.085, 6.164, 0.940)
C (-5.584, 2.526, -2.524)
C (3.337, 0.280, -1.601)
C (2.408, 0.652, -0.647)
C (-2.848, -1.830, -4.178)
H (-1.623, -2.218, -1.088)
H (-0.639, 1.171, -2.934)
H (2.174, -5.563, 1.399)
H (-6.181, 3.006, -3.287)
H (0.871, -5.001, 3.236)
H (3.986, -4.919, 2.714)
H (0.929, 7.034, 1.556)
H (0.131, 3.389, -2.430)
H (-1.274, 3.739, -1.376)
H (2.517, 6.908, -0.661)
H (2.016, 3.094, -2.783)
H (-0.198, 4.529, 1.813)
H (1.979, -3.878, 0.621)
H (0.397, -4.563, 5.518)
H (-1.385, -4.108, 5.872)
H (-2.059, 2.268, -3.090)
H (2.428, -1.734, 0.870)
H (2.142, 0.183, 0.273)
H (-0.168, -0.959, 2.344)
H (4.219, -3.935, 1.258)
H (3.075, -0.918, 3.629)
H (-3.157, -2.049, -5.191)
H (3.984, -0.588, -1.596)
H (-4.610, 1.357, 0.447)
H (-2.102, -3.764, -3.342)
H (2.293, 4.436, -1.623)
H (-0.851, -4.769, 4.251)
H (-3.172, 0.356, -4.088)
H (-3.837, 1.876, -3.699)
H (0.029, -1.659, 0.764)
H (-6.738, 2.751, -0.623)
H (1.957, -0.266, 1.852)
H (4.242, -3.017, 3.949)
H (-1.055, -3.346, 2.232)
H (3.866, 1.307, -3.542)


ORCA calculation (ωB97M-V/def2-TZVPD) on a structure of composition C4H13NO2 at a distorted geometry.

Computed properties:
HOMO level = -0.3389 hartree
F_max = 1.241 eV/A

Positions of all 20 atoms, in Å:
O (0.810, -1.402, -0.971)
O (1.271, 0.056, -2.558)
N (0.669, 1.542, 1.276)
C (0.629, 0.250, 1.975)
C (0.232, 0.067, -1.740)
C (-1.132, -0.166, -2.324)
C (-0.808, -0.235, 2.110)
H (-1.102, -0.965, -3.067)
H (0.264, 0.727, -0.865)
H (1.191, -0.467, 1.374)
H (-1.424, 0.754, -2.838)
H (-1.270, -0.327, 1.127)
H (-0.843, -1.209, 2.601)
H (-1.406, 0.462, 2.704)
H (1.565, -0.927, -1.918)
H (-1.871, -0.377, -1.551)
H (0.317, -2.179, -1.271)
H (1.097, 0.286, 2.971)
H (0.185, 2.254, 1.813)
H (1.625, 1.857, 1.153)


ORCA calculation (ωB97M-V/def2-TZVPD) on a cluster of 9 separate species, C10H28N8O20S in total at a distorted geometry.

Computed properties:
HOMO level = -0.4004 hartree
SMILES string = C[N+](=O)[O-].C[N+](=O)[O-].C[N+](=O)[O-].C[N+](=O)[O-].C[N+](=O)[O-].C[N+](=O)[O-].C[N+](=O)[O-].C[N+](=O)[O-].O=S1(=O)OCCO1
F_max = 5.345 eV/A

Positions of all 67 atoms, in Å:
S (-0.097, -2.388, -1.109)
O (-1.323, -5.660, 2.293)
O (3.348, 4.460, 0.988)
O (-1.535, -0.579, 4.916)
O (-1.354, -1.469, -0.898)
O (-2.331, 5.426, -1.562)
O (0.101, -3.093, 0.145)
O (-3.282, -4.805, 2.710)
O (3.134, -0.978, -2.810)
O (-6.044, 1.302, -0.748)
O (-0.332, -3.089, -2.326)
O (-1.770, 4.376, -3.391)
O (-4.204, 1.322, 0.475)
O (-1.932, 0.170, 3.046)
O (4.996, 0.077, -3.372)
O (1.811, 3.186, -0.028)
O (0.841, -1.010, -1.214)
O (3.484, -5.925, -4.508)
O (2.435, -4.040, -4.829)
O (1.549, 3.044, 4.040)
O (1.087, 1.145, 3.101)
N (4.008, -0.676, -3.590)
N (-5.019, 0.712, -0.349)
N (1.824, 2.024, 3.390)
N (2.784, -4.972, -4.152)
N (-2.027, 0.260, 4.195)
N (-1.863, 4.484, -2.181)
N (2.283, 4.303, 0.316)
N (-2.040, -4.782, 2.711)
C (0.447, 0.045, -0.383)
C (2.515, -4.832, -2.727)
C (3.208, 1.868, 2.877)
C (1.541, 5.650, 0.098)
C (-0.997, -0.333, -0.043)
C (3.790, -1.304, -4.891)
C (-2.984, 1.266, 4.804)
C (-4.760, -0.656, -0.880)
C (-1.457, 3.239, -1.444)
C (-1.398, -3.554, 3.220)
H (0.721, 5.276, -0.515)
H (-5.573, -0.927, -1.554)
H (-3.070, 2.056, 4.057)
H (1.752, -5.438, -2.237)
H (1.170, 0.038, 0.433)
H (2.235, 6.374, -0.328)
H (3.804, 1.278, 3.573)
H (3.586, 2.888, 2.809)
H (4.036, -2.329, -4.614)
H (3.229, 1.410, 1.888)
H (-1.245, -0.579, 0.990)
H (-1.571, 0.576, -0.225)
H (-2.199, 2.442, -1.393)
H (4.508, -1.069, -5.677)
H (0.696, 0.988, -0.871)
H (3.496, -4.879, -2.254)
H (-3.883, 0.650, 4.807)
H (-4.608, -1.495, -0.200)
H (-0.538, 2.890, -1.914)
H (-2.655, 1.536, 5.808)
H (2.767, -1.067, -5.183)
H (-2.165, -2.785, 3.133)
H (1.178, 6.081, 1.031)
H (2.215, -3.790, -2.620)
H (-1.054, -3.882, 4.201)
H (-3.775, -0.535, -1.329)
H (-1.058, 3.437, -0.449)
H (-0.439, -3.359, 2.741)


ORCA calculation (ωB97M-V/def2-TZVPD) on the ion C4H10NOS with charge -1 at a distorted geometry.

Computed properties:
HOMO level = -0.0421 hartree
Total charge = -1
F_max = 3.157 eV/A

Positions of all 17 atoms, in Å:
S (2.141, -1.324, -2.423)
O (-2.656, 1.120, 0.922)
N (-0.401, 0.563, 1.143)
C (-1.308, 1.666, 1.160)
C (0.373, 0.315, -0.076)
C (1.282, -1.934, -1.040)
C (0.101, -1.134, -0.659)
H (1.408, -2.797, -0.397)
H (-0.664, -0.928, -1.498)
H (1.451, 0.255, 0.234)
H (0.067, 0.434, 2.023)
H (-0.496, -1.599, 0.141)
H (-1.103, 2.494, 0.458)
H (3.184, -0.687, -1.890)
H (-1.366, 2.068, 2.168)
H (-2.533, 0.292, 0.450)
H (0.519, 1.196, -0.716)


ORCA calculation (ωB97M-V/def2-TZVPD) on a cluster of 12 separate species, C21H53Br6N7O16 in total at a distorted geometry.

Computed properties:
HOMO level = -0.3429 hartree
SMILES string = C[N+](=O)[O-].C[N+](=O)[O-].C[N+](=O)[O-].C[N+](=O)[O-].C[N+](=O)[O-].C[N+](=O)[O-].C[N+](=O)[O-].BrCCBr.BrCCBr.BrCCBr.CCOCC.CCOCC
F_max = 1.815 eV/A

Positions of all 103 atoms, in Å:
Br (-10.640, -21.261, -15.864)
Br (-15.891, -19.146, -20.705)
Br (-8.823, -16.919, -15.924)
Br (-5.564, -20.142, -21.273)
Br (-10.160, -19.606, -20.946)
Br (-12.092, -18.017, -18.283)
O (-8.482, -23.196, -22.476)
O (-1.469, -17.581, -20.353)
O (-7.843, -24.827, -23.683)
O (-6.215, -13.990, -21.622)
O (-12.960, -21.925, -20.798)
O (-5.894, -22.782, -19.361)
O (-5.946, -16.081, -21.203)
O (-8.911, -16.608, -21.596)
O (-11.309, -23.298, -20.863)
O (-9.892, -14.695, -21.534)
O (-4.154, -17.483, -16.728)
O (-6.969, -21.592, -17.927)
O (-9.829, -20.561, -26.986)
O (-10.710, -22.310, -26.052)
O (-5.871, -16.261, -17.120)
O (-7.930, -15.228, -25.449)
N (-8.696, -24.225, -23.084)
N (-10.128, -21.232, -26.020)
N (-12.014, -22.487, -20.302)
N (-5.586, -15.022, -21.655)
N (-9.248, -15.587, -21.033)
N (-6.020, -22.249, -18.280)
N (-5.099, -17.146, -17.422)
C (-11.560, -22.088, -18.958)
C (-10.395, -19.372, -15.444)
C (-4.195, -14.971, -22.167)
C (-13.336, -18.435, -19.703)
C (-0.665, -16.776, -19.493)
C (-7.601, -13.977, -24.894)
C (-2.054, -19.862, -20.942)
C (-8.080, -12.871, -25.794)
C (-7.997, -16.266, -24.461)
C (-9.169, -18.864, -16.190)
C (-14.648, -18.937, -19.188)
C (-9.717, -20.763, -24.666)
C (-8.349, -20.227, -20.549)
C (-10.064, -24.785, -23.060)
C (-1.239, -15.399, -19.391)
C (-7.571, -17.549, -25.136)
C (-4.797, -22.201, -17.430)
C (-5.362, -17.958, -18.641)
C (-7.409, -19.580, -21.529)
C (-1.012, -18.934, -20.326)
C (-8.983, -15.506, -19.546)
H (-12.874, -19.248, -20.264)
H (-0.614, -17.252, -18.505)
H (-8.227, -17.802, -25.974)
H (-13.408, -17.594, -20.385)
H (-10.363, -19.361, -14.363)
H (-1.911, -19.917, -22.023)
H (-8.658, -21.006, -24.587)
H (-7.855, -11.859, -25.445)
H (-10.541, -21.720, -19.031)
H (-6.540, -13.879, -24.636)
H (-2.271, -15.305, -19.054)
H (-14.598, -19.919, -18.728)
H (-0.914, -19.203, -19.265)
H (-4.308, -15.237, -23.222)
H (-10.328, -21.310, -23.963)
H (-4.588, -17.812, -19.390)
H (-8.277, -19.362, -15.812)
H (-10.073, -25.688, -23.656)
H (-9.771, -19.678, -24.626)
H (0.364, -16.759, -19.870)
H (-9.160, -12.893, -25.937)
H (-6.376, -17.712, -18.931)
H (-15.098, -18.258, -18.465)
H (-7.582, -18.469, -24.551)
H (-8.299, -21.302, -20.730)
H (-6.581, -17.425, -25.579)
H (-1.253, -14.936, -20.384)
H (-12.184, -21.268, -18.615)
H (-7.429, -15.980, -23.573)
H (-9.033, -16.236, -24.117)
H (-7.594, -12.854, -26.776)
H (-1.964, -20.849, -20.497)
H (-4.207, -21.370, -17.811)
H (-8.022, -19.971, -19.545)
H (-8.417, -16.400, -19.325)
H (-9.137, -19.050, -17.259)
H (-8.384, -14.603, -19.445)
H (-3.037, -19.415, -20.810)
H (-7.466, -18.513, -21.299)
H (-3.615, -15.690, -21.603)
H (-9.946, -15.363, -19.071)
H (-5.243, -18.992, -18.326)
H (-3.727, -13.992, -22.184)
H (-0.003, -18.979, -20.744)
H (-5.159, -22.103, -16.412)
H (-10.797, -24.053, -23.382)
H (-4.170, -23.081, -17.542)
H (-11.281, -18.877, -15.825)
H (-0.569, -14.789, -18.784)
H (-7.688, -19.694, -22.572)
H (-11.573, -22.886, -18.222)
H (-8.181, -13.845, -23.968)
H (-10.285, -24.989, -22.017)


ORCA calculation (ωB97M-V/def2-TZVPD) on the ion H3NO4P with charge -1 at a distorted geometry.

Computed properties:
HOMO level = -0.1641 hartree
Total charge = -1
SMILES string = N[P@](=O)([O-])OO
F_max = 4.102 eV/A

Positions of all 9 atoms, in Å:
P (-0.704, -0.253, 0.079)
O (-0.808, 0.217, 1.475)
O (0.282, 1.943, -0.223)
O (-0.544, 1.138, -0.997)
O (-1.724, -0.985, -0.673)
N (0.936, -0.765, -0.141)
H (1.165, -1.355, -0.883)
H (0.269, 1.390, 0.638)
H (1.129, -1.330, 0.726)